## A
The following is a DFT calculation (ωB97M-V/def2-TZVPD) of 20 unconnected molecules or ions with the total composition C40H120O20.

Output
- E_LUMO (eV) = 0.23

Last column: Mulliken charge in e.
Element x y z (Å)
1 O 2.173 -3.466 3.279  -0.6743
2 O 4.211 6.247 -0.648  -0.4920
3 O 3.558 -1.424 -7.552  -0.5336
4 O 2.814 -0.942 2.318  1.3697
5 O -3.379 -3.160 -4.197  -0.4833
6 O -4.485 -1.126 0.070  -0.5481
7 O 1.657 -3.751 5.980  -0.5943
8 O -4.400 2.299 3.657  -0.5366
9 O 0.208 -1.411 1.136  1.7719
10 O 0.593 5.017 -4.655  -0.5599
11 O -2.573 -1.908 -6.508  -0.6165
12 O 2.818 1.062 6.729  -0.6085
13 O 2.748 1.914 2.229  0.0430
14 O 5.188 1.653 0.975  -0.3537
15 O -2.171 -2.763 0.577  0.5852
16 O -5.562 5.097 0.145  -0.5616
17 O -1.670 -3.228 -2.154  -0.2876
18 O 1.050 -0.812 5.850  -0.5770
19 O -4.307 0.759 -1.868  -0.6512
20 O 4.605 -3.124 -2.962  -0.5951
21 C 0.423 0.612 -0.239  0.0465
22 C -0.212 4.494 -3.578  -0.6142
23 C -2.983 3.729 2.326  -0.6777
24 C -0.639 -4.234 -2.125  0.2997
25 C 1.939 6.045 -1.302  -0.6422
26 C 0.246 -4.650 7.811  -1.3304
27 C 0.209 -0.576 4.705  2.3989
28 C 5.480 2.661 0.051  -0.7070
29 C -2.092 0.030 -2.605  1.2301
30 C -4.701 -3.129 -3.622  0.4130
31 C -1.546 0.000 -7.374  -1.4925
32 C 2.988 -1.433 -2.666  0.0237
33 C 4.654 -0.346 6.048  -0.8560
34 C -1.226 -0.246 5.107  -1.1385
35 C -1.824 -0.812 -6.077  0.9939
36 C -5.711 -2.668 -4.641  -1.5092
37 C -3.000 1.200 -2.265  -0.0896
38 C 1.114 3.374 3.205  -1.0401
39 C 0.649 -4.730 6.312  0.1855
40 C -4.710 -0.202 1.143  0.7684
41 C -5.733 -0.836 2.108  -1.6041
42 C 1.930 -0.370 -6.064  -0.3418
43 C 3.592 -1.094 1.125  1.2800
44 C 4.358 2.798 -1.032  -0.3876
45 C 3.890 1.026 5.810  0.3818
46 C 4.480 -1.746 -2.756  -0.3703
47 C -0.084 -4.365 -3.533  -1.4786
48 C 2.522 -0.407 -7.487  -0.4871
49 C 0.240 3.144 -3.110  0.0154
50 C 1.205 -4.165 2.535  0.5795
51 C -5.492 3.997 -0.791  0.6965
52 C -0.331 -0.115 0.890  1.6389
53 C -2.529 -2.954 2.925  -0.0330
54 C -2.494 -3.720 1.590  -0.4157
55 C 5.021 -1.580 1.617  -1.6045
56 C -3.120 2.803 3.528  0.3643
57 C -5.095 4.551 -2.120  -1.3344
58 C 2.244 3.241 2.179  -0.1252
59 C 1.806 -4.543 1.191  -0.9145
60 C 2.952 6.396 -0.165  -0.1813
61 H -1.669 -4.432 1.582  0.2421
62 H 0.897 -5.047 3.097  0.5147
63 H 3.097 -1.799 0.457  -0.7975
64 H 4.912 -1.273 -3.638  0.3665
65 H 1.293 3.247 -2.849  0.1296
66 H 3.069 3.939 2.326  0.4707
67 H 1.020 -5.725 6.067  0.3857
68 H -6.438 3.455 -0.784  0.2738
69 H -0.882 -4.735 -4.177  0.4339
70 H -2.897 3.422 4.398  0.4670
71 H 2.120 6.655 -2.186  0.4343
72 H -3.800 0.105 1.657  -0.0539
73 H 1.497 0.618 -0.052  -0.5355
74 H 2.700 -5.150 1.337  0.3982
75 H -0.472 -5.388 8.169  0.3872
76 H -1.959 4.096 2.260  0.2062
77 H -1.831 -0.566 -1.731  -0.9395
78 H -1.233 4.333 -3.923  0.5290
79 H -3.691 -1.613 0.301  0.2417
80 H -0.964 -0.626 -8.050  0.2405
81 H -4.907 3.820 -2.906  0.3248
82 H -3.231 1.893 -3.074  0.3004
83 H -4.147 5.088 -2.110  0.2924
84 H 2.469 -1.835 -1.795  -0.1850
85 H 2.429 -1.881 -3.488  0.2107
86 H -1.415 -0.148 0.786  -0.5637
87 H 1.398 -1.293 -5.834  -0.0236
88 H 1.272 -1.746 5.858  0.3140
89 H 2.832 7.417 0.197  0.4393
90 H 0.113 -1.482 4.106  -0.8209
91 H -4.731 3.314 -0.414  -0.3496
92 H 2.024 5.039 -1.714  -0.1141
93 H -2.393 -0.224 -5.357  -0.1117
94 H -1.411 0.715 5.586  0.4224
95 H 2.545 -2.652 2.933  -0.1905
96 H -1.921 -0.260 4.268  -0.0524
97 H 5.012 -1.404 -1.868  0.1895
98 H 2.125 -3.666 0.628  -0.0947
99 H -0.363 2.827 -2.259  -0.1273
100 H -5.175 0.736 0.839  0.0567
101 H 2.757 -0.025 2.594  -0.6155
102 H -0.047 0.434 1.788  -0.9740
103 H -5.888 4.700 0.956  0.3045
104 H -0.172 5.176 -2.729  0.2016
105 H 0.085 1.645 -0.329  0.3730
106 H 3.636 1.094 4.752  -0.3715
107 H 1.009 -1.386 1.664  -1.2235
108 H -2.384 2.000 3.486  -0.3550
109 H 0.956 6.253 -0.880  0.3819
110 H 4.980 -0.366 7.088  0.3101
111 H -2.807 -2.408 -5.723  0.5305
112 H 1.119 -4.843 8.435  0.3332
113 H -3.654 4.586 2.367  0.3726
114 H 3.534 -0.169 0.551  -0.0826
115 H 1.696 -0.643 -8.157  0.2001
116 H 0.705 0.174 4.089  -0.8162
117 H 1.923 3.463 1.161  -0.0305
118 H 0.060 5.705 -5.060  0.3148
119 H -3.383 -2.307 3.122  -0.0548
120 H 0.147 -3.890 -1.453  -0.2524
121 H 5.902 1.618 1.616  0.1728
122 H -4.847 -2.444 -2.787  -0.1348
123 H 5.415 -0.933 2.401  0.2529
124 H 4.565 1.835 6.090  0.4307
125 H 4.959 -2.582 2.042  0.3611
126 H 0.681 -5.140 -3.577  0.4429
127 H -3.332 -4.372 1.343  0.4138
128 H -1.086 0.981 -7.261  0.3452
129 H 4.333 7.047 -1.163  0.3353
130 H -2.112 -3.314 -1.307  -0.0202
131 H 3.414 3.112 -0.588  -0.3465
132 H -4.427 1.810 4.482  0.3231
133 H 2.777 5.724 0.675  -0.1113
134 H 4.238 -1.133 -8.164  0.3041
135 H 2.931 0.583 -7.690  0.3574
136 H 1.166 0.404 -5.983  0.1479
137 H 2.702 -0.197 -5.315  0.3568
138 H 3.583 1.869 1.757  -0.1307
139 H -5.885 -3.502 -5.321  0.3874
140 H -2.758 -3.230 -3.469  0.3651
141 H 0.208 0.061 -1.154  -0.3399
142 H 4.270 1.857 -1.576  0.2854
143 H -6.651 -2.500 -4.115  0.3981
144 H -4.982 -4.110 -3.237  0.3368
145 H -3.189 3.241 1.373  -0.1860
146 H -2.619 1.794 -1.435  -0.1358
147 H 1.474 3.240 4.226  0.2917
148 H -5.448 -1.745 2.638  0.3371
149 H 1.082 -5.097 0.594  0.3510
150 H 5.469 -0.527 5.347  0.3281
151 H -5.480 -1.803 -5.261  0.3186
152 H -5.892 5.163 -2.542  0.3708
153 H 6.473 2.600 -0.396  0.4174
154 H -0.289 -4.472 5.820  -0.0339
155 H -1.686 -1.050 5.683  0.2830
156 H -1.168 0.428 -3.023  0.3391
157 H 0.316 -3.433 -3.933  0.0740
158 H -1.661 -2.327 3.129  -0.6036
159 H 3.952 -1.165 5.890  0.0340
160 H -0.122 -3.669 8.110  0.2918
161 H -1.032 -5.207 -1.828  0.4659
162 H 4.107 -3.392 -3.737  0.3311
163 H 5.768 -1.625 0.824  0.3573
164 H -6.052 -0.132 2.877  0.3555
165 H 1.972 -3.816 5.076  0.3405
166 H -2.574 -0.675 -3.282  -0.2940
167 H 0.164 2.391 -3.895  0.1275
168 H -4.226 0.039 -1.238  0.2264
169 H -0.927 -1.089 -5.522  -0.1777
170 H 2.828 -0.357 -2.736  0.0276
171 H -6.642 -1.095 1.567  0.3998
172 H 5.467 3.601 0.603  0.3540
173 H 0.290 -3.588 2.405  -0.6658
174 H -2.404 -3.706 3.704  0.4661
175 H 0.388 2.582 3.022  -0.1488
176 H 4.593 3.625 -1.702  0.5199
177 H -2.524 0.309 -7.745  0.4659
178 H -1.365 -2.308 0.833  -0.3355
179 H 2.206 0.407 6.386  0.3978
180 H 0.626 4.335 3.047  0.4805

---

## B
The following is a DFT calculation (ωB97M-V/def2-TZVPD) of 20 unconnected molecules or ions with the total composition C40H120O20.

Output
- E_LUMO (eV) = 0.20

Last column: Mulliken charge in e.
Element x y z (Å)
1 O -7.102 19.170 -18.343  -0.5415
2 O -9.080 21.663 -11.916  -0.4585
3 O -14.890 19.539 -9.998  -0.2579
4 O -11.642 15.258 -4.091  -0.3316
5 O -7.988 10.656 -13.181  -0.5982
6 O -10.142 17.692 -4.765  -0.1074
7 O -8.162 13.780 -7.614  -0.0928
8 O -7.549 11.306 -8.437  -0.4722
9 O -4.639 15.230 -10.301  -0.1635
10 O -7.489 22.003 -9.412  -0.5725
11 O -11.619 19.475 -5.941  -0.3556
12 O -8.746 13.948 -17.843  -0.5614
13 O -14.332 14.681 -4.328  -0.5127
14 O -3.195 17.877 -10.216  -0.5650
15 O -13.741 17.777 -11.898  -0.5960
16 O -9.511 11.044 -10.415  -0.6634
17 O -13.915 21.743 -11.499  -0.6011
18 O -12.478 22.213 -5.508  -0.5036
19 O -7.766 15.121 -9.940  0.3398
20 O -4.719 18.564 -8.041  -0.5980
21 C -6.408 10.963 -7.724  -0.3770
22 C -12.696 18.618 -6.114  -0.4419
23 C -8.233 17.446 -17.041  -0.7600
24 C -8.745 14.438 -6.503  0.2392
25 C -9.726 16.581 -9.687  -0.7644
26 C -8.933 20.602 -8.179  0.8441
27 C -8.036 19.740 -12.137  -0.6559
28 C -9.338 20.383 -12.331  0.2429
29 C -11.468 14.847 -2.715  -0.1674
30 C -15.736 18.795 -9.078  0.1325
31 C -7.979 17.567 -3.861  -0.8413
32 C -5.794 18.146 -7.246  0.5118
33 C -8.004 14.139 -5.237  -1.0485
34 C -4.843 18.440 -11.782  -0.1636
35 C -9.131 18.477 -4.178  -0.3069
36 C -12.189 17.619 -13.597  -1.4269
37 C -16.951 18.396 -9.817  -1.2624
38 C -12.622 21.465 -11.859  0.4779
39 C -4.377 14.561 -12.709  -0.7867
40 C -8.352 16.288 -10.480  -0.2108
41 C -3.375 18.772 -11.331  -0.5253
42 C -5.942 11.139 -14.136  -1.2091
43 C -13.058 22.796 -6.651  -0.6617
44 C -12.474 21.845 -13.295  -1.3273
45 C -12.351 17.548 -7.205  -0.1961
46 C -5.953 16.609 -7.289  0.3645
47 C -8.296 22.030 -8.304  -0.4269
48 C -8.020 13.714 -16.617  -0.0662
49 C -14.392 13.714 -6.419  -0.6576
50 C -13.278 21.951 -7.873  -0.1732
51 C -14.508 13.415 -4.933  -0.2313
52 C -10.006 12.337 -10.586  1.0616
53 C -12.785 16.889 -12.485  0.2636
54 C -11.525 12.399 -10.814  -1.3448
55 C -11.729 16.004 -1.687  -1.0957
56 C -8.431 18.684 -17.981  -0.4245
57 C -6.718 11.188 -12.874  0.4796
58 C -6.540 13.773 -16.915  -0.9298
59 C -3.881 14.469 -11.226  -0.5225
60 C -5.173 11.367 -8.597  -0.5865
61 H -6.228 13.152 -17.754  0.2942
62 H -11.092 16.877 -1.833  0.1827
63 H -8.856 15.503 -6.707  -0.1001
64 H -8.263 12.733 -16.207  0.3894
65 H -7.033 14.633 -5.224  0.2665
66 H -4.273 11.060 -8.065  0.4292
67 H -6.237 16.357 -8.311  -0.3019
68 H -6.208 9.892 -7.700  0.3267
69 H -7.139 18.114 -3.434  0.4718
70 H -12.346 21.618 -8.330  -0.0020
71 H -17.432 19.296 -10.198  0.3208
72 H -10.750 18.334 -5.137  0.2945
73 H -2.633 18.540 -12.095  0.2821
74 H -7.018 14.860 -10.481  -0.4858
75 H -4.123 16.018 -10.114  0.0199
76 H -3.871 13.727 -13.195  0.4597
77 H -5.647 18.600 -11.064  -0.1260
78 H -16.646 17.868 -10.721  0.2377
79 H -15.166 14.356 -6.840  0.2630
80 H -10.503 14.398 -2.479  0.2567
81 H -12.420 23.652 -6.869  0.3047
82 H -9.202 16.984 -16.854  0.2920
83 H -9.053 22.803 -8.441  0.2522
84 H -9.528 16.701 -8.622  -0.0833
85 H -5.882 13.543 -16.077  0.1542
86 H -6.473 11.379 -6.719  0.2514
87 H -3.129 19.761 -10.945  0.3012
88 H -5.410 14.215 -12.750  0.0565
89 H -9.616 20.521 -7.334  0.0715
90 H -17.602 17.790 -9.187  0.4019
91 H -11.624 15.684 -0.650  0.4088
92 H -6.924 18.981 -19.268  0.3139
93 H -14.214 18.277 -12.567  0.2056
94 H -5.205 10.733 -9.483  0.1895
95 H -12.930 17.931 -14.332  0.5464
96 H -11.951 20.322 -5.635  0.0341
97 H -3.996 13.425 -10.935  0.1808
98 H -12.024 18.112 -8.078  0.0416
99 H -5.000 16.081 -7.305  0.3919
100 H -8.466 10.523 -12.359  0.2698
101 H -14.293 12.842 -7.065  0.3670
102 H -8.052 13.091 -4.942  0.4992
103 H -7.348 20.330 -12.743  0.3396
104 H -9.672 13.843 -17.614  0.3068
105 H -9.136 19.379 -17.525  0.2645
106 H -6.677 18.708 -7.550  -0.8631
107 H -11.951 13.252 -10.287  0.2695
108 H -9.569 20.347 -13.396  0.4773
109 H -8.569 14.587 -4.419  -0.2012
110 H -13.111 21.195 -13.895  0.2792
111 H -8.824 22.282 -12.604  0.3053
112 H -3.801 18.137 -9.518  0.5210
113 H -16.070 19.397 -8.233  0.3377
114 H -8.819 11.051 -9.750  0.6393
115 H -8.163 14.430 -8.321  -0.1750
116 H -11.228 16.098 -4.300  0.1759
117 H -14.510 18.902 -10.608  0.2745
118 H -7.738 19.797 -11.090  -0.0784
119 H -12.758 22.885 -13.454  0.3364
120 H -2.828 14.721 -11.095  0.4338
121 H -10.187 19.988 -11.773  -0.4592
122 H -5.247 11.970 -14.253  0.1457
123 H -10.558 15.884 -9.786  0.2961
124 H -5.455 10.168 -14.235  0.3571
125 H -9.648 18.882 -3.308  0.3720
126 H -4.744 19.521 -7.968  0.2638
127 H -11.546 16.953 -14.173  0.4333
128 H -9.373 12.804 -11.341  0.0356
129 H -13.530 19.224 -6.468  0.3338
130 H -6.592 12.101 -12.292  0.0287
131 H -9.823 12.757 -9.597  -0.3644
132 H -8.199 16.670 -3.283  0.2570
133 H -7.720 12.213 -8.173  0.3330
134 H -7.460 17.328 -4.789  -0.1330
135 H -10.066 17.546 -10.065  0.2781
136 H -12.727 16.399 -1.877  0.2842
137 H -8.927 18.379 -18.903  0.2916
138 H -15.211 17.895 -8.757  0.0332
139 H -8.753 19.294 -4.791  0.2133
140 H -13.529 14.365 -6.560  -0.0276
141 H -14.043 23.188 -6.396  0.4079
142 H -11.999 22.128 -11.259  0.2134
143 H -13.247 15.984 -12.881  0.2871
144 H -8.369 14.442 -15.884  0.1620
145 H -11.566 18.485 -13.374  0.1698
146 H -6.345 10.335 -12.307  0.1852
147 H -9.806 14.186 -6.489  0.3821
148 H -6.693 16.157 -6.628  -0.6549
149 H -6.400 14.824 -17.168  0.2946
150 H -13.761 12.711 -4.567  0.2215
151 H -7.697 17.150 -10.351  -0.1071
152 H -8.155 19.847 -8.063  -0.6971
153 H -15.486 13.119 -4.553  0.3047
154 H -13.275 17.083 -7.548  0.1693
155 H -13.399 14.909 -4.320  0.3496
156 H -4.149 15.442 -13.310  0.3454
157 H -9.468 20.426 -9.112  0.1026
158 H -13.933 22.447 -8.589  0.4810
159 H -12.269 14.115 -2.622  0.3269
160 H -5.558 18.388 -6.210  0.4091
161 H -5.152 12.446 -8.747  -0.0328
162 H -11.573 16.795 -7.079  -0.0335
163 H -12.979 18.220 -5.139  0.1804
164 H -5.006 17.362 -11.751  -0.0324
165 H -13.821 21.107 -7.449  -0.1365
166 H -14.170 21.135 -10.800  0.4652
167 H -12.035 11.505 -10.454  0.3545
168 H -11.766 12.627 -11.852  0.3248
169 H -7.564 17.600 -16.194  0.3871
170 H -8.074 18.709 -12.490  0.4049
171 H -11.491 21.773 -13.760  0.2891
172 H -5.126 18.933 -12.712  0.4593
173 H -8.023 21.594 -10.098  0.1517
174 H -7.685 22.211 -7.419  0.3557
175 H -13.124 22.228 -4.798  0.2853
176 H -7.664 16.689 -17.581  0.1468
177 H -8.349 16.040 -11.541  0.4748
178 H -6.442 11.065 -15.102  0.3291
179 H -11.858 16.669 -11.956  -0.1534
180 H -12.316 20.462 -11.561  0.0690

---

Which structure wins on stability? A wins.

---

## A
The following is a DFT calculation (ωB97M-V/def2-TZVPD) of 2 unconnected molecules or ions with the total composition C3H2FO3.

Output
- E_LUMO (eV) = 4.15
- charge = -1

Last column: Mulliken charge in e.
Element x y z (Å)
1 F 1.096 1.223 -0.695  -0.2969
2 O -2.463 -0.483 0.548  -0.5823
3 O 2.588 -1.505 0.522  -0.5627
4 O 1.132 -1.023 -1.313  -0.3790
5 C 1.705 -0.978 -0.051  0.5513
6 C 0.617 -0.066 -0.284  -0.1234
7 C -1.679 0.453 0.427  0.0037
8 H -1.084 1.102 1.159  0.1976
9 H -1.912 1.277 -0.312  0.1917

---

## B
The following is a DFT calculation (ωB97M-V/def2-TZVPD) of 2 unconnected molecules or ions with the total composition C3H2FO3.

Output
- E_LUMO (eV) = 3.29
- charge = -1

Last column: Mulliken charge in e.
Element x y z (Å)
1 F 3.802 0.294 -1.249  -0.4306
2 O 3.780 -0.678 0.837  -0.5682
3 O -2.465 -2.124 0.602  -0.4217
4 O 1.881 0.187 -0.067  -0.6372
5 C -1.849 -1.431 -0.108  0.7053
6 C -0.967 -0.900 -0.884  -0.8149
7 C 3.051 -0.127 0.077  0.6150
8 H -1.502 -0.818 -1.873  0.1877
9 H -0.200 -0.219 -0.594  0.3646

---

Which structure wins on stability? B wins.